The following is a DFT calculation (ωB97M-V with the def2-TZVPD basis set) of a structure of composition C33H37F7O4Zn in a non-equilibrium geometry.

Properties
Lowest unoccupied orbital energy ... -5.455 eV
Maximum force ... 0.07607 hartree/bohr
Total charge ... 0
Gap between HOMO and LUMO ... 2.48 eV
Energy ... -110438.82071 eV

The geometry in XYZ format:
```
82
Properties=species:S:1:pos:R:3:forces:R:3:lowdin_charge:R:1
Zn 6.2755 2.1303 -1.6600 -0.270 0.040 0.158 0.39
C 4.3500 4.9869 2.8664 0.044 -3.827 -0.808 -0.29
O 3.7100 4.2163 3.9369 1.393 1.991 -0.424 -0.09
O 4.8505 4.0183 1.9288 -1.631 2.910 1.119 -0.05
C 3.4301 6.1723 2.4068 2.344 -0.436 -1.686 -0.58
F 2.9528 6.8916 3.3849 -1.042 -0.183 0.964 0.19
F 4.2248 7.0847 1.7224 -0.515 -0.959 -0.091 0.09
F 2.4954 5.7233 1.5795 -0.615 0.489 0.012 0.16
C 2.5405 3.4841 3.7018 -0.988 -0.852 1.319 -0.26
C 2.0916 2.8679 5.1011 -0.249 0.335 -2.047 -0.05
H 1.6023 3.5990 5.7446 0.410 0.085 0.050 0.07
H 1.3172 2.1637 4.7969 -0.134 -0.248 0.293 0.06
H 2.8838 2.3081 5.5983 0.045 0.293 -0.068 0.07
H 2.6155 2.6724 2.9782 0.781 -0.173 0.007 0.11
H 1.7194 4.0690 3.2875 -0.071 0.533 0.260 0.11
H 5.2426 5.5181 3.1968 0.213 -0.140 0.869 0.16
C 0.4300 -0.1839 -1.6578 -1.224 0.843 -0.607 -0.11
C 1.7067 -0.9031 -1.3865 1.592 1.798 0.149 -0.36
O 2.9249 -0.1942 -1.5377 -2.045 -1.164 0.274 -0.07
H 0.3531 0.2482 -2.6555 0.370 0.114 -0.070 0.07
H 0.1856 0.6094 -0.9513 0.426 0.098 0.151 0.08
H -0.4334 -0.8470 -1.6029 0.136 -0.434 0.133 0.07
H 1.7927 -1.7092 -2.1152 0.329 -0.698 -0.385 0.14
H 1.5890 -1.3921 -0.4195 0.641 -0.371 0.392 0.12
F 2.9681 -3.5950 6.7930 -0.132 0.135 -0.628 0.05
C 3.1496 -4.7882 6.1739 0.255 0.366 0.397 -0.30
C 2.7441 -5.0175 4.8832 0.065 0.190 -0.349 -0.02
C 2.9103 -6.2929 4.3621 -0.106 0.398 -0.391 -0.10
C 3.4615 -7.3228 5.0909 0.826 0.179 1.663 -0.10
C 3.8823 -7.0739 6.4273 -0.501 1.919 -0.442 -0.04
C 3.7694 -5.7314 6.9440 -0.548 -2.470 -0.411 -0.01
H 2.3961 -4.2111 4.2546 -0.279 0.037 0.120 0.12
H 2.6045 -6.4549 3.3390 0.030 -0.098 -0.105 0.10
H 3.6538 -8.2744 4.6178 -0.218 -0.167 0.155 0.10
H 4.2492 -7.8558 7.0757 0.186 -0.058 -0.142 0.09
H 3.9480 -5.4180 7.9620 0.416 -0.431 0.132 0.11
F -4.3308 5.9085 2.3078 -0.039 -2.055 0.595 0.03
C -4.3457 4.5681 2.6762 -0.116 -1.335 2.594 -0.20
C -4.5184 3.5393 1.7693 0.553 2.720 -0.152 -0.05
C -4.5009 2.2199 2.1691 0.404 -0.631 0.452 -0.10
C -4.1741 1.8356 3.4727 -1.044 1.057 -0.022 -0.07
C -4.0768 2.8609 4.4683 0.396 -1.452 -1.376 -0.09
C -4.2137 4.1531 4.0816 0.046 3.074 -2.301 -0.03
H -4.5273 3.9082 0.7544 -0.452 -0.636 -0.450 0.12
H -4.7268 1.5178 1.3803 0.231 -0.452 0.192 0.10
H -4.1758 0.7806 3.7037 0.234 0.021 0.221 0.09
H -3.7870 2.6837 5.4935 -0.295 -0.355 0.062 0.10
H -4.1485 4.9561 4.8009 0.090 0.040 0.181 0.10
F -3.6558 -3.9569 -7.1103 -0.040 -0.052 0.399 0.06
C -3.6471 -2.7101 -7.6123 1.262 -0.036 -0.849 -0.28
C -4.4057 -2.4920 -8.7615 -0.649 -0.338 2.083 -0.03
C -4.5105 -1.2154 -9.2284 1.439 1.217 -0.879 -0.08
C -3.6058 -0.2017 -8.7751 -1.420 -1.461 0.061 -0.07
C -2.7720 -0.5201 -7.7106 -0.368 1.184 -0.498 -0.11
C -2.7564 -1.7632 -7.1147 -0.860 -0.480 0.194 -0.02
H -5.1223 -3.2597 -9.0134 0.141 -0.134 -0.411 0.12
H -5.1957 -1.1016 -10.0554 -0.043 0.623 -0.038 0.10
H -3.6677 0.8104 -9.1471 0.072 -0.043 -0.110 0.10
H -2.2145 0.3070 -7.2965 0.415 -0.164 0.117 0.10
H -2.1718 -1.9173 -6.2198 0.054 -0.317 -0.062 0.11
F -4.7331 -4.2546 0.8076 0.527 -0.299 -0.092 0.03
C -3.7864 -5.1762 0.4604 0.010 0.700 -1.550 -0.26
C -3.3122 -5.1478 -0.8664 0.592 -0.621 0.016 -0.01
C -2.3624 -6.1289 -1.3092 -1.147 0.868 3.588 -0.06
C -1.9860 -6.9986 -0.2701 -0.298 -1.145 -0.752 -0.10
C -2.5483 -7.0702 1.0487 2.176 -0.513 -2.515 -0.08
C -3.3851 -6.0892 1.4172 -1.557 0.908 0.606 -0.05
H -3.6370 -4.3689 -1.5404 -0.292 0.062 0.080 0.10
H -1.8872 -6.1886 -2.2772 -0.276 0.182 -0.036 0.10
H -1.3248 -7.7743 -0.6272 0.302 -0.308 0.534 0.09
H -2.2534 -7.8753 1.7054 0.062 0.084 0.065 0.11
H -3.8220 -6.0524 2.4042 -0.089 0.090 0.054 0.12
C 3.6460 7.1221 -4.2426 0.473 -1.112 -0.521 -0.02
C 3.2785 5.6607 -4.3945 1.979 -3.069 0.596 -0.50
O 4.0590 4.7649 -4.0247 -1.060 1.929 -0.257 -0.01
C 2.0297 5.2605 -5.1002 0.131 0.921 0.622 -0.03
H 3.4178 7.4067 -3.2154 -0.018 0.424 -0.212 0.09
H 3.2258 7.7364 -5.0390 -0.366 0.167 0.446 0.08
H 4.7219 7.0766 -4.4116 0.091 0.451 0.399 0.09
H 2.2522 5.6391 -6.0978 -0.872 -0.020 -0.319 0.09
H 1.2920 5.8481 -4.5536 -0.709 0.076 -0.720 0.09
H 1.7784 4.2002 -5.0742 0.398 0.187 0.004 0.09
```
Forces are in eV/Å.